DFT (ωB97M-V/def2-TZVPD) results for a 11-piece molecular cluster, C64H141B2ClF8N7O3 overall.

As for the net charge: +3. The electronic energy is -120829.117 eV. The calculation puts the frontier orbital gap at 8.3 eV. Its HOMO energy is -0.5144 Eh. As for the energy relative to the best compared isomer or geometry (same formula, charge and spin): 0.0000 eV.

Last column: Löwdin charge in e.
Atoms and positions in Å:
C (0.061, -0.798, 4.220)  -0.091
C (0.493, -0.056, 5.478)  -0.255
C (0.149, 1.343, 5.548)  -0.180
N (0.059, 1.900, 6.949)  -0.218
C (-0.264, 3.445, 6.860)  -0.082
C (0.878, 4.248, 6.212)  -0.152
C (2.303, 3.840, 6.672)  -0.161
C (2.549, 2.355, 6.873)  -0.149
C (1.379, 1.754, 7.747)  -0.050
C (-1.105, 1.312, 7.764)  0.036
H (0.660, -0.433, 3.385)  0.056
H (-0.959, -0.596, 3.895)  0.051
H (0.039, -1.866, 4.433)  0.083
H (1.443, -0.511, 5.758)  0.126
H (-0.197, -0.587, 6.133)  0.105
H (-0.738, 1.470, 4.926)  0.143
H (0.910, 1.825, 4.933)  0.061
H (-1.183, 3.502, 6.277)  0.119
H (-0.503, 3.871, 7.835)  0.132
H (0.775, 4.008, 5.154)  0.067
H (0.697, 5.322, 6.255)  0.128
H (3.011, 4.323, 5.997)  0.120
H (2.501, 4.381, 7.597)  0.119
H (2.786, 1.747, 6.000)  0.102
H (3.520, 2.125, 7.312)  0.124
H (1.485, 0.682, 7.912)  0.125
H (1.332, 2.321, 8.677)  0.142
H (-2.021, 1.278, 7.174)  0.112
H (-1.136, 1.984, 8.621)  0.107
H (-0.837, 0.297, 8.058)  0.099
C (2.643, 3.224, -6.112)  -0.083
C (2.124, 2.789, -4.754)  -0.238
C (2.941, 3.216, -3.489)  -0.081
N (2.409, 2.548, -2.251)  -0.215
C (2.671, 1.041, -2.235)  -0.038
C (4.155, 0.841, -1.808)  -0.156
C (4.662, 1.573, -0.615)  -0.211
C (4.442, 3.021, -0.852)  -0.183
C (2.966, 3.260, -1.001)  -0.129
C (0.879, 2.789, -2.103)  0.034
H (3.611, 2.746, -6.262)  0.075
H (2.749, 4.300, -6.251)  0.082
H (2.062, 2.846, -6.953)  0.083
H (1.825, 1.745, -4.855)  0.093
H (1.146, 3.262, -4.667)  0.088
H (2.937, 4.300, -3.372)  0.142
H (3.974, 2.906, -3.650)  0.134
H (2.578, 0.619, -3.236)  0.116
H (2.033, 0.577, -1.483)  0.124
H (4.864, 0.993, -2.622)  0.127
H (4.151, -0.228, -1.596)  0.089
H (5.656, 1.255, -0.300)  0.129
H (4.098, 1.384, 0.298)  0.083
H (5.053, 3.367, -1.686)  0.126
H (4.821, 3.659, -0.054)  0.127
H (2.866, 4.319, -1.239)  0.121
H (2.348, 3.045, -0.129)  0.047
H (0.360, 2.515, -3.022)  0.082
H (0.851, 3.873, -1.999)  0.093
H (0.454, 2.240, -1.263)  0.075
C (-1.293, 0.828, -5.293)  -0.093
C (-1.318, 0.044, -3.987)  -0.195
C (-2.581, -0.894, -3.906)  -0.112
N (-3.932, -0.375, -3.449)  -0.169
C (-4.709, 0.364, -4.655)  -0.042
C (-6.209, 0.618, -4.478)  -0.155
C (-6.894, -0.709, -4.044)  -0.170
C (-6.187, -1.314, -2.847)  -0.180
C (-4.766, -1.636, -3.112)  -0.124
C (-3.833, 0.542, -2.200)  0.057
H (-0.317, 1.296, -5.426)  0.059
H (-2.099, 1.560, -5.346)  0.076
H (-1.350, 0.190, -6.175)  0.062
H (-1.294, 0.871, -3.277)  0.079
H (-0.376, -0.502, -3.950)  0.104
H (-2.199, -1.559, -3.132)  0.108
H (-2.728, -1.516, -4.789)  0.125
H (-4.654, -0.163, -5.608)  0.138
H (-4.196, 1.326, -4.649)  0.109
H (-6.811, 1.071, -5.265)  0.136
H (-6.379, 1.417, -3.757)  0.104
H (-6.879, -1.286, -4.969)  0.118
H (-7.958, -0.496, -3.940)  0.123
H (-6.732, -2.227, -2.604)  0.128
H (-6.288, -0.628, -2.006)  0.109
H (-4.612, -2.447, -3.824)  0.142
H (-4.277, -1.980, -2.200)  0.097
H (-3.139, 1.365, -2.369)  0.100
H (-3.553, -0.107, -1.370)  0.072
H (-4.818, 0.915, -1.920)  0.090
C (-5.917, 1.754, 1.905)  -0.071
C (-5.792, 0.280, 1.648)  -0.201
C (-4.329, -0.234, 1.820)  -0.112
N (-4.082, -1.745, 1.959)  -0.228
C (-2.696, -2.023, 2.510)  -0.124
C (-2.006, -3.391, 2.310)  -0.113
C (-2.292, -3.995, 0.933)  -0.201
C (-3.710, -3.851, 0.579)  -0.186
C (-4.229, -2.424, 0.596)  -0.084
C (-5.079, -2.474, 2.928)  0.055
H (-5.317, 2.294, 1.173)  0.073
H (-5.668, 2.101, 2.908)  0.083
H (-6.932, 2.134, 1.783)  0.095
H (-5.975, 0.016, 0.606)  0.100
H (-6.422, -0.399, 2.222)  0.100
H (-3.973, 0.209, 2.750)  0.123
H (-3.543, 0.189, 1.195)  0.121
H (-2.144, -1.224, 2.014)  0.109
H (-2.690, -1.778, 3.572)  0.121
H (-0.935, -3.259, 2.469)  0.107
H (-2.390, -4.052, 3.087)  0.119
H (-1.850, -3.473, 0.085)  0.109
H (-1.907, -4.989, 0.703)  0.127
H (-3.785, -4.278, -0.421)  0.125
H (-4.242, -4.533, 1.243)  0.122
H (-3.578, -1.746, 0.044)  0.116
H (-5.289, -2.320, 0.367)  0.138
H (-4.898, -3.541, 3.051)  0.107
H (-6.050, -2.308, 2.462)  0.091
H (-5.173, -1.895, 3.847)  0.114
C (2.768, 6.434, 2.441)  -0.075
C (1.259, 6.291, 2.654)  -0.232
C (0.744, 5.822, 1.308)  -0.130
N (-0.809, 5.964, 1.020)  -0.226
C (-1.627, 5.672, 2.354)  -0.048
C (-1.520, 4.148, 2.775)  -0.152
C (-2.081, 3.248, 1.680)  -0.192
C (-1.265, 3.462, 0.420)  -0.201
C (-1.347, 4.929, -0.042)  -0.050
C (-1.119, 7.356, 0.611)  0.010
H (3.145, 5.569, 1.895)  0.064
H (3.191, 6.566, 3.437)  0.082
H (2.950, 7.346, 1.874)  0.087
H (0.804, 7.275, 2.771)  0.107
H (0.989, 5.561, 3.418)  0.084
H (0.865, 4.739, 1.350)  0.051
H (1.208, 6.203, 0.398)  0.137
H (-1.397, 6.444, 3.088)  0.122
H (-2.679, 5.898, 2.177)  0.128
H (-0.504, 3.801, 2.964)  0.053
H (-1.968, 3.973, 3.753)  0.102
H (-2.054, 2.173, 1.862)  0.101
H (-3.100, 3.530, 1.415)  0.109
H (-0.266, 3.144, 0.718)  0.061
H (-1.645, 2.847, -0.396)  0.104
H (-0.610, 5.020, -0.841)  0.113
H (-2.403, 5.107, -0.243)  0.132
H (-0.849, 7.410, -0.443)  0.110
H (-0.438, 8.006, 1.159)  0.106
H (-2.196, 7.515, 0.681)  0.117
C (7.051, -2.343, 4.437)  -0.096
C (5.796, -3.207, 4.319)  -0.214
C (4.967, -2.612, 3.148)  -0.065
N (3.878, -3.587, 2.511)  -0.244
C (2.992, -2.739, 1.465)  -0.055
C (3.737, -2.228, 0.206)  -0.151
C (4.377, -3.418, -0.523)  -0.157
C (5.209, -4.308, 0.502)  -0.123
C (4.388, -4.760, 1.695)  -0.117
C (3.031, -4.062, 3.696)  0.021
H (7.774, -2.494, 5.239)  0.084
H (6.857, -1.319, 4.757)  0.080
H (7.657, -2.247, 3.536)  0.083
H (5.244, -3.175, 5.259)  0.108
H (5.977, -4.271, 4.167)  0.108
H (5.595, -2.457, 2.271)  0.117
H (4.258, -1.884, 3.543)  0.129
H (2.584, -1.848, 1.942)  0.111
H (2.169, -3.417, 1.237)  0.126
H (4.486, -1.438, 0.263)  0.112
H (2.964, -1.762, -0.406)  0.100
H (4.947, -3.214, -1.429)  0.127
H (3.569, -4.039, -0.909)  0.079
H (6.150, -3.787, 0.680)  0.120
H (5.444, -5.153, -0.145)  0.122
H (4.926, -5.397, 2.398)  0.127
H (3.511, -5.385, 1.524)  0.134
H (2.215, -4.649, 3.276)  0.101
H (2.656, -3.204, 4.254)  0.099
H (3.730, -4.682, 4.258)  0.099
C (-0.020, -2.457, -6.802)  -0.075
C (0.293, -3.053, -5.459)  -0.230
C (0.670, -4.547, -5.391)  -0.064
N (1.078, -4.972, -3.930)  -0.211
C (-0.036, -4.724, -2.865)  -0.095
C (-1.195, -5.688, -3.135)  -0.176
C (-0.739, -7.138, -3.132)  -0.212
C (0.156, -7.391, -4.279)  -0.147
C (1.402, -6.487, -3.976)  -0.087
C (2.349, -4.111, -3.513)  0.057
H (0.708, -2.709, -7.573)  0.096
H (0.007, -1.368, -6.755)  0.061
H (-1.074, -2.643, -7.009)  0.082
H (-0.639, -2.995, -4.896)  0.085
H (1.067, -2.406, -5.045)  0.112
H (1.598, -4.718, -5.936)  0.137
H (-0.125, -5.242, -5.663)  0.119
H (-0.402, -3.698, -2.893)  0.100
H (0.458, -5.035, -1.945)  0.133
H (-1.818, -5.457, -3.999)  0.120
H (-1.901, -5.435, -2.343)  0.103
H (-1.556, -7.848, -3.007)  0.128
H (-0.186, -7.256, -2.200)  0.118
H (-0.298, -7.357, -5.269)  0.125
H (0.523, -8.414, -4.192)  0.128
H (2.210, -6.443, -4.707)  0.129
H (2.034, -6.825, -3.155)  0.133
H (2.851, -3.811, -4.432)  0.103
H (2.945, -4.664, -2.787)  0.082
H (2.002, -3.181, -3.063)  0.088
Cl (2.091, 2.438, 2.433)  -0.327
B (-4.989, 3.895, -2.151)  -1.471
F (-4.693, 3.427, -3.336)  0.220
F (-5.289, 5.201, -2.130)  0.187
F (-6.043, 3.235, -1.573)  0.127
F (-3.857, 3.626, -1.303)  0.053
B (4.684, -0.873, -4.916)  -1.525
F (4.507, 0.370, -5.415)  0.178
F (3.855, -1.273, -3.918)  0.136
F (4.575, -1.762, -5.865)  0.203
F (5.977, -1.085, -4.407)  0.091
O (0.276, -0.965, 0.853)  0.045
C (-0.079, -0.850, -0.433)  -0.883
O (-0.875, 0.064, -0.727)  -0.042
O (0.189, -1.786, -1.198)  -0.034
H (-0.009, -0.087, 1.118)  0.074

=====

DFT (ωB97M-V/def2-TZVPD) results for a 3-piece molecular cluster, C25H30N3O5PS overall.

As for the net charge: 0. The electronic energy is -61221.606 eV. The calculation puts the frontier orbital gap at 7.4 eV. Its HOMO energy is -0.2863 Eh.

Last column: Löwdin charge in e.
Atoms and positions in Å:
C (2.852, 1.439, 4.295)  0.036
C (2.781, 1.984, 2.978)  -0.100
C (2.592, 2.504, 1.399)  -0.188
C (2.415, 1.094, 0.516)  -0.147
C (3.583, 0.474, -0.469)  -0.040
C (3.205, -0.971, -1.212)  -0.068
C (1.754, -1.736, -0.981)  -0.027
C (0.551, -1.102, -0.007)  -0.152
C (0.940, 0.336, 0.729)  -0.321
S (-0.418, 1.075, 1.846)  0.824
C (-2.013, 0.602, 0.908)  -0.321
C (-3.288, 1.634, 0.864)  -0.137
C (-3.278, 3.129, 1.607)  -0.205
N (-2.278, 4.096, 0.940)  -0.159
C (-2.318, 3.928, -0.583)  -0.163
C (-4.616, 1.164, 0.010)  -0.027
C (-4.598, -0.294, -0.763)  -0.053
C (-3.304, -1.349, -0.720)  -0.275
P (-3.438, -3.026, -1.663)  0.826
N (-2.837, -4.391, -0.624)  -0.241
O (-5.116, -3.457, -1.965)  -0.407
C (-1.957, -0.877, 0.146)  -0.141
N (-0.768, -1.809, 0.210)  -0.006
H (2.833, 0.590, 5.135)  0.061
H (3.540, 3.111, 1.058)  0.114
H (1.616, 3.179, 1.275)  0.116
H (4.628, 1.027, -0.633)  0.102
H (4.018, -1.487, -1.905)  0.084
H (1.568, -2.765, -1.511)  0.084
H (-4.333, 3.647, 1.478)  0.117
H (-3.057, 3.017, 2.766)  0.123
H (-2.586, 5.089, 1.090)  0.095
H (-1.564, 3.038, -0.823)  0.085
H (-3.406, 3.731, -0.989)  0.085
H (-1.914, 4.868, -1.163)  0.092
H (-5.541, 1.879, -0.052)  0.091
H (-5.560, -0.568, -1.388)  0.085
H (-2.898, -4.061, 0.380)  0.037
H (-3.508, -5.185, -0.738)  0.024
H (-5.184, -4.416, -2.304)  0.067
H (-0.856, -2.632, -0.425)  0.085
O (2.658, -5.144, 5.274)  0.097
C (2.361, -4.521, 4.268)  -0.461
O (2.290, -3.160, 4.199)  0.027
C (1.811, -2.781, 2.909)  -0.177
C (2.111, -3.954, 2.013)  -0.177
C (1.981, -5.128, 2.951)  -0.088
H (0.738, -2.576, 2.981)  0.127
H (2.324, -1.873, 2.577)  0.120
H (1.450, -4.013, 1.145)  0.103
H (3.143, -3.889, 1.648)  0.125
H (0.951, -5.490, 3.009)  0.136
H (2.662, -5.937, 2.678)  0.130
O (0.673, 4.067, -1.612)  0.084
C (0.916, 3.358, -2.575)  -0.453
O (-0.008, 2.578, -3.208)  0.025
C (0.644, 1.805, -4.215)  -0.166
C (1.914, 2.551, -4.529)  -0.166
C (2.264, 3.179, -3.204)  -0.085
H (0.838, 0.804, -3.817)  0.127
H (-0.005, 1.719, -5.092)  0.129
H (2.703, 1.909, -4.931)  0.120
H (1.710, 3.338, -5.266)  0.123
H (2.863, 2.509, -2.581)  0.115
H (2.768, 4.139, -3.335)  0.132

=====

DFT (ωB97M-V/def2-TZVPD) results for an isolated ion of composition C13H19N2 and charge +1.

As for the net charge: +1. The electronic energy is -16759.380 eV. The calculation puts the frontier orbital gap at 9.3 eV. Its HOMO energy is -0.4765 Eh. As for the energy relative to the best compared isomer or geometry (same formula, charge and spin): 3.9281 eV.

Last column: Löwdin charge in e.
Atoms and positions in Å:
C (-2.497, -2.396, 0.283)  -0.018
C (-1.138, -2.753, 0.128)  0.097
C (-2.964, -1.137, 0.346)  -0.018
C (-0.334, -1.618, 0.019)  -0.241
C (-0.803, -0.363, 0.157)  0.049
C (1.747, -0.815, 0.056)  -0.260
C (1.175, 0.678, 0.258)  -0.199
C (1.230, 1.471, -0.975)  -0.015
C (1.058, 1.116, 1.607)  -0.059
C (4.009, -0.815, -0.909)  -0.068
C (-3.431, 1.834, -0.928)  -0.064
C (3.162, -0.737, 0.361)  -0.176
C (-2.670, 1.296, 0.354)  -0.132
N (1.047, -1.846, 0.028)  0.189
N (-2.091, -0.084, 0.250)  -0.029
H (-3.260, -3.101, 0.260)  0.102
H (-0.814, -3.774, -0.057)  0.137
H (-3.996, -0.936, 0.394)  0.131
H (0.671, 2.341, -0.869)  0.073
H (1.001, 0.914, -1.806)  0.077
H (2.259, 1.847, -1.163)  0.126
H (0.485, 2.054, 1.760)  0.110
H (2.053, 1.197, 2.110)  0.118
H (0.543, 0.377, 2.230)  0.110
H (4.970, -1.142, -0.574)  0.071
H (4.230, 0.029, -1.567)  0.080
H (3.597, -1.549, -1.592)  0.082
H (-4.450, 1.240, -1.127)  0.115
H (-2.918, 1.989, -1.926)  0.081
H (-3.603, 2.946, -0.643)  0.101
H (3.420, 0.174, 0.835)  0.101
H (3.477, -1.577, 0.943)  0.128
H (-3.335, 1.255, 1.177)  0.112
H (-1.829, 1.882, 0.578)  0.089

=====

- electronic energy of number 2 (C25H30N3O5PS)?
  -61221.606 eV

=====

- Which of these has the highest frontier orbital gap?
  C13H19N2

=====

- frontier orbital gap of number 3 (C13H19N2)?
  9.3 eV